Molecular formula: C5H5FNO6P
Method: DFT, ωB97M-V with the def2-TZVPD basis set

net charge: -2
highest occupied orbital energy: -1.40 eV
structure (SMILES): N[C@]12C[C@@]1(F)C(=O)[P@](=O)([O-])O[C@]2([O-])O
LUMO level: 6.5295 eV
HOMO-LUMO gap: 7.9 eV

The geometry in XYZ format:
```
19
C5H5FNO6P | the OMol25 dataset | ωB97M-V with the def2-TZVPD basis set
P 1.2721 1.2784 -1.2302
F -2.4454 0.7873 0.5838
O 1.9268 2.4650 -0.5393
O 1.4699 1.0998 -2.7103
O 1.4247 -2.0949 0.3696
O -1.4835 1.8395 -1.6849
O 1.7160 0.0441 -0.3751
O 0.1130 -1.3149 -1.3908
N -1.0536 -1.7055 1.2945
C -0.5261 1.4182 -1.0255
C 0.7891 -1.1419 -0.2019
C -1.0243 0.6777 0.3775
C -0.3590 0.6802 1.6662
C -0.2981 -0.5891 0.7771
H -0.2798 -2.3742 1.2114
H -0.8409 0.5686 2.6576
H -1.5295 -2.0139 0.5303
H 0.5484 -0.8561 -2.1384
H 0.5803 1.2316 1.8284
```

Here are the Löwdin charges for atoms 1 to 5, given in e: 0.23, -0.05, -0.39, -0.37, -0.12